(1)
Formula: C44H51N6O4Pt
Source: the OMol25 dataset
Level of theory: ωB97M-V/def2-TZVPD

Properties
* net charge: +3
* total energy: -2454.92718 Ha
* 2S+1: 5

Last column: Löwdin spin population.
Atoms and positions in Å:
Pt (0.839, -0.127, 0.533)  0.643
O (-1.135, 1.366, -1.801)  0.010
O (-1.163, 0.790, 0.371)  0.232
O (0.217, -1.908, -0.385)  0.006
O (0.000, -0.967, 2.234)  0.134
N (-1.375, -3.961, -0.393)  0.001
N (-1.501, -2.641, 2.781)  0.219
N (1.799, 0.760, -1.084)  0.021
N (2.975, -1.625, 0.953)  0.069
N (-3.227, 3.012, -2.601)  0.270
N (1.569, 1.388, 1.647)  0.067
C (-3.148, 4.080, -3.449)  0.080
C (1.229, -3.072, -5.851)  0.000
C (-3.081, 6.362, -4.003)  -0.002
C (5.974, -2.494, 1.770)  0.000
C (-3.263, -3.760, 1.185)  0.004
C (1.850, 3.010, -0.326)  0.002
C (-2.939, -3.302, 2.565)  0.009
C (-3.065, 3.711, -4.843)  0.135
C (4.463, -3.511, 3.632)  0.012
C (-2.874, 6.009, -5.348)  0.168
C (-3.661, 2.927, -1.346)  0.017
C (-2.898, 7.840, -3.647)  -0.003
C (-4.818, 3.649, -0.983)  0.083
C (1.414, -2.605, 4.969)  0.272
C (0.388, -2.057, -1.722)  0.000
C (2.390, -1.659, 5.397)  0.328
C (2.567, -0.438, 4.721)  0.282
C (1.401, 2.773, 1.202)  0.005
C (-3.474, 2.031, 0.907)  -0.002
C (-3.177, 5.390, -3.007)  0.072
C (-2.252, -4.687, 0.496)  0.000
C (-2.887, 4.695, -5.810)  -0.001
C (1.236, -1.562, -3.921)  0.000
C (1.084, -1.109, -2.626)  0.001
C (-3.147, 5.741, -1.558)  0.012
C (4.640, -4.574, 1.163)  0.000
C (-2.944, 2.152, -0.393)  0.068
C (-0.585, -3.051, 3.735)  0.154
C (4.705, -3.293, 2.069)  0.001
C (-0.313, -3.193, -2.330)  0.000
C (-1.140, -4.020, -1.608)  0.000
C (1.996, 1.044, 2.798)  0.026
C (-0.124, -3.519, -3.668)  0.000
C (1.786, -0.197, 3.529)  0.130
C (-1.687, 1.469, -0.728)  0.021
C (3.384, -2.010, 6.561)  0.040
C (0.717, -2.680, -4.431)  0.000
C (3.668, -2.299, 1.562)  0.007
C (2.718, 1.900, -0.864)  0.004
C (-4.659, 2.703, 1.219)  0.077
C (0.810, -1.149, 3.184)  0.128
C (1.813, 0.233, -2.266)  0.000
C (-5.311, 3.514, 0.320)  -0.011
C (0.556, -2.246, 3.985)  0.120
H (5.408, -5.228, 1.530)  0.000
H (-2.819, 5.005, -0.821)  0.003
H (-2.553, 6.661, -1.414)  0.000
H (0.331, 3.041, 1.252)  0.003
H (2.306, 0.718, -3.129)  0.000
H (1.155, -4.090, -6.192)  0.000
H (-3.101, 8.375, -4.479)  0.000
H (4.691, -4.471, 0.078)  0.000
H (3.063, 2.184, -1.833)  0.001
H (-4.134, 5.898, -1.166)  0.004
H (-6.134, 4.091, 0.636)  -0.002
H (0.853, 3.035, -0.771)  0.000
H (1.746, -0.957, -4.752)  0.000
H (-3.433, -2.836, 0.628)  0.000
H (4.431, -2.495, 4.062)  0.004
H (-5.363, 4.213, -1.739)  0.002
H (-1.609, -4.802, -2.214)  0.000
H (-3.452, 8.213, -2.771)  0.000
H (-0.901, -1.849, 2.260)  0.002
H (-0.819, -3.934, 4.503)  0.002
H (-3.783, -2.643, 2.764)  0.005
H (-2.919, -4.112, 3.315)  0.000
H (-2.718, 6.769, -6.057)  0.008
H (2.349, 3.948, -0.400)  0.000
H (2.498, 1.851, 3.364)  -0.001
H (0.551, -2.502, -6.574)  0.000
H (-2.884, -5.500, -0.046)  0.000
H (5.342, -4.043, 4.047)  0.001
H (-2.575, 4.206, -6.727)  -0.003
H (-3.108, 2.691, -5.176)  0.005
H (4.098, -2.737, 6.115)  0.018
H (2.005, 3.393, 1.886)  0.000
H (-1.815, 8.105, -3.470)  -0.002
H (2.388, -2.755, -5.912)  0.000
H (-2.958, 1.492, 1.625)  0.000
H (-2.730, 2.170, -2.931)  0.002
H (5.996, -1.692, 2.505)  0.000
H (-1.788, -5.250, 1.299)  0.000
H (3.749, -5.056, 1.428)  0.000
H (3.802, -0.969, 6.954)  0.000
H (3.340, 0.171, 5.156)  0.013
H (-5.019, 2.525, 2.243)  0.004
H (-0.689, -4.451, -3.942)  0.000
H (3.443, -4.016, 3.786)  0.003
H (3.019, -2.459, 7.478)  0.008
H (1.392, -3.506, 5.545)  0.009
H (6.849, -3.159, 1.767)  0.000
H (-1.045, -3.183, 0.051)  0.001
H (-4.170, -4.305, 1.199)  0.000
H (3.494, 1.445, -0.259)  0.000
H (5.873, -2.029, 0.806)  0.000

=====

(2)
Formula: C3H4OS
Source: the OMol25 dataset
Level of theory: ωB97M-V/def2-TZVPD

Properties
* ΔE to the lowest compared entry with this formula, charge and spin: 427.7 kJ/mol
* net charge: 0
* total energy: -589.96176 Ha
* 2S+1: 1

Last column: natural (NBO) charge in e.
Atoms and positions in Å:
S (1.975, -0.074, 0.447)  1.184
O (2.267, -0.663, -0.857)  -0.959
C (0.201, 0.292, 0.444)  -0.178
C (0.847, 1.403, 0.246)  -0.425
C (-1.443, -0.678, 0.039)  -0.562
H (0.615, 2.255, -0.279)  0.225
H (-1.174, -1.560, 0.632)  0.229
H (-1.138, -1.057, -0.985)  0.248
H (-2.150, 0.081, 0.312)  0.238

=====

(3)
Formula: C26H24MnN7OSSe
Source: the OMol25 dataset
Level of theory: ωB97M-V/def2-TZVPD

Properties
* net charge: +1
* total energy: -5414.22273 Ha
* 2S+1: 2

Last column: Löwdin spin population.
Atoms and positions in Å:
Se (-2.193, -1.381, 1.877)  0.180
Mn (-0.576, -0.465, 0.600)  0.747
S (-2.144, -4.165, -5.373)  0.001
O (1.052, 0.097, -0.626)  0.005
N (-0.725, -2.084, -0.776)  -0.010
N (-0.540, 1.122, 1.732)  0.017
N (-1.688, 0.756, -0.572)  -0.006
N (-0.390, -5.769, -4.231)  0.000
N (1.627, 2.232, -0.161)  0.000
N (2.716, 1.042, -1.813)  0.000
N (0.859, -1.045, 1.885)  0.005
C (-2.868, 1.559, -2.493)  -0.001
C (-2.786, 4.126, 1.551)  0.000
C (-2.879, 2.868, -0.485)  0.000
C (1.601, -2.132, 1.836)  0.004
C (-1.142, -4.662, -4.170)  0.000
C (-1.468, 2.084, 1.399)  -0.006
C (3.583, 2.144, -2.189)  0.000
C (2.708, -2.334, 2.667)  -0.002
C (0.506, 1.976, 3.849)  0.012
C (-2.066, 0.625, -1.829)  0.000
C (1.144, -0.092, 2.815)  0.001
C (0.261, -3.430, -2.493)  -0.001
C (-3.300, 2.666, -1.816)  0.000
C (-2.034, 1.897, 0.094)  -0.001
C (2.195, -0.250, 3.744)  -0.001
C (1.773, 1.088, -0.855)  0.001
C (-3.259, 3.994, 0.277)  0.009
C (-2.104, -3.351, -2.270)  0.000
C (1.524, 1.787, 4.801)  -0.001
C (-1.893, 3.196, 2.110)  0.010
C (0.342, -2.558, -1.424)  0.002
C (0.314, 1.079, 2.810)  0.000
C (-1.927, -2.511, -1.192)  0.007
C (-0.990, -3.822, -2.959)  0.002
C (3.006, -1.398, 3.619)  0.003
C (2.377, 0.722, 4.749)  0.010
H (4.164, 1.848, -3.057)  0.000
H (1.306, -2.210, -1.081)  0.000
H (-3.943, 3.399, -2.285)  0.000
H (-2.784, -2.160, -0.635)  0.013
H (1.292, -2.901, 1.140)  0.000
H (3.004, 3.030, -2.455)  0.000
H (-3.143, 1.377, -3.522)  0.000
H (-1.743, -0.262, -2.354)  0.000
H (-3.100, -3.628, -2.583)  0.000
H (-0.107, 2.851, 3.963)  0.001
H (-3.090, 4.972, 2.153)  0.000
H (-0.472, -6.366, -5.037)  0.000
H (4.281, 2.396, -1.387)  0.000
H (1.626, 2.521, 5.590)  0.000
H (0.112, -6.106, -3.426)  0.000
H (-1.567, 3.376, 3.117)  0.001
H (0.969, 2.238, 0.604)  0.000
H (-3.925, 4.725, -0.162)  0.000
H (1.167, -3.764, -2.983)  0.000
H (3.174, 0.599, 5.470)  0.001
H (3.298, -3.233, 2.558)  0.000
H (2.243, 3.017, -0.272)  0.000
H (3.850, -1.518, 4.287)  0.000
H (2.769, 0.185, -2.331)  0.000

=====

(4)
Formula: FH3OP2
Source: the OMol25 dataset
Level of theory: ωB97M-V/def2-TZVPD

Properties
* ΔE to the lowest compared entry with this formula, charge and spin: 353.7 kJ/mol
* net charge: 0
* total energy: -859.49671 Ha
* 2S+1: 1

Last column: natural (NBO) charge in e.
Atoms and positions in Å:
P (0.689, -0.627, -0.197)  0.662
P (-1.088, 0.441, 0.108)  0.683
F (-2.134, -0.716, -0.330)  -0.577
O (1.517, 0.720, 0.110)  -0.981
H (2.360, 0.530, -0.368)  0.504
H (-0.890, 1.072, -1.079)  -0.117
H (-0.453, -1.420, 1.757)  -0.174

=====

(5)
Formula: C4H7NO
Source: the OMol25 dataset
Level of theory: ωB97M-V/def2-TZVPD

Properties
* ΔE to the lowest compared entry with this formula, charge and spin: 158.1 kJ/mol
* net charge: 0
* total energy: -286.57142 Ha
* 2S+1: 1

Last column: natural (NBO) charge in e.
Atoms and positions in Å:
O (0.145, -1.220, -1.307)  -0.521
N (-0.385, 1.012, -0.910)  -0.420
C (-0.352, -1.101, 0.003)  -0.139
C (-0.210, -0.003, -1.942)  0.054
C (0.224, 1.110, 1.420)  -0.660
C (-0.291, 0.408, 0.205)  0.270
H (-0.454, 1.197, 2.278)  0.228
H (-1.399, -1.446, 0.037)  0.175
H (0.242, -1.711, 0.689)  0.195
H (0.564, 2.099, 1.084)  0.241
H (1.105, 0.520, 1.726)  0.226
H (-1.122, -0.107, -2.535)  0.165
H (0.628, 0.280, -2.589)  0.185

=====

(6)
Formula: C6H11N3
Source: the OMol25 dataset
Level of theory: ωB97M-V/def2-TZVPD

Properties
* ΔE to the lowest compared entry with this formula, charge and spin: 490.0 kJ/mol
* net charge: +2
* total energy: -398.65195 Ha
* 2S+1: 1

Last column: natural (NBO) charge in e.
Atoms and positions in Å:
N (1.599, 0.900, -0.184)  -0.347
N (0.822, -1.046, 0.640)  -0.624
N (0.172, 0.623, -0.624)  -0.243
C (-2.382, -0.521, 0.082)  -0.177
C (2.022, -0.411, 0.381)  -0.100
C (-0.669, 1.324, 0.224)  -0.169
C (-0.045, -0.921, -0.484)  0.106
C (-1.502, -1.408, -0.492)  -0.141
C (-1.851, 0.738, 0.558)  -0.088
H (-0.439, 2.335, 0.443)  0.253
H (-2.534, 1.412, 1.024)  0.277
H (0.503, -1.413, 1.529)  0.465
H (1.501, 1.645, 0.513)  0.466
H (2.711, -1.107, -0.247)  0.275
H (0.011, 1.158, -1.860)  0.513
H (0.529, -1.206, -1.397)  0.221
H (-3.457, -0.704, 0.256)  0.293
H (-1.637, -2.426, -0.719)  0.282
H (2.516, -0.237, 1.296)  0.275
H (2.130, 1.265, -0.935)  0.464